ORCA calculation (the ωB97M-V functional and the def2-TZVPD basis) on C32H55ClN2O6SiTl as an isolated structure.

Each line ends with the Löwdin charge.
Cartesian coordinates (Å):
Tl -1.3841 -0.1496 -1.6232  0.77
Cl -3.2519 1.5337 -0.4998  -0.09
N 0.1173 2.0819 -2.3199  0.15
N -0.3248 -2.5212 -1.6878  0.13
C -0.7717 2.8154 -2.8988  -0.38
C -0.7469 -3.1974 -2.6935  -0.36
C 1.1521 2.9671 -1.7719  -0.55
C 0.5188 4.3480 -1.9227  -0.06
C 2.4260 2.8607 -2.5935  -0.03
C 1.4440 2.6291 -0.3363  -0.05
H 2.2136 3.1080 -3.6350  0.08
H 2.8152 1.8401 -2.5671  0.09
H 3.1849 3.5517 -2.2206  0.08
H 0.5183 2.6405 0.2375  0.09
H 2.1560 3.3357 0.1014  0.09
H 1.8284 1.6158 -0.2237  0.08
C 0.7523 -3.2718 -1.0412  -0.54
C 0.8386 -4.5348 -1.8939  -0.06
C 0.3922 -3.5830 0.3994  -0.04
C 2.0361 -2.4563 -1.0625  -0.02
H 2.2988 -2.2184 -2.0905  0.08
H 2.8645 -3.0210 -0.6288  0.09
H 1.9042 -1.5181 -0.5206  0.08
H -0.5162 -4.1848 0.4129  0.09
H 0.1769 -2.6616 0.9461  0.06
H 1.1940 -4.1374 0.8998  0.09
O -0.1292 -4.3350 -2.9713  0.02
H 0.5598 -5.4452 -1.3569  0.12
H 1.8080 -4.7028 -2.3647  0.12
O -0.6297 4.1360 -2.8022  0.03
H 1.1446 5.0975 -2.4109  0.12
H 0.1417 4.7669 -0.9844  0.13
C -1.8969 2.2435 -3.7075  -0.05
C -1.7988 -2.6910 -3.6478  -0.04
C -1.2934 -1.4415 -4.2725  -0.21
H -2.6847 -2.4804 -3.0591  0.10
H -1.9987 -3.4623 -4.3690  0.12
C -1.2380 -0.1877 -3.7389  -0.20
C -1.3725 1.0068 -4.3402  -0.23
H -3.1005 -0.7439 -1.2427  -0.09
C -0.5797 0.9652 -5.4580  -0.24
C -0.3564 -0.2466 -6.0756  0.00
C -0.3741 2.2119 -6.1862  -0.04
C -0.5287 -1.4511 -5.4090  -0.24
H 0.2773 -0.2214 -6.9341  0.10
C -0.2449 -2.7067 -6.0905  -0.05
H 0.3847 -2.6133 -6.9561  0.07
H -1.0871 -3.2966 -6.4404  0.09
H 0.3069 -3.3639 -5.4439  0.07
H -1.1959 2.8839 -6.3925  0.09
H 0.0965 2.0836 -7.1368  0.07
H 0.3479 2.8153 -5.6773  0.07
H -2.1784 2.9540 -4.4770  0.12
H -2.7289 2.0227 -3.0374  0.06
C 1.5264 2.9738 3.1460  -0.03
C 2.1015 1.5851 3.2737  -0.65
C 3.4593 1.5217 2.6117  -0.03
C 2.2796 1.2895 4.7481  -0.04
O 1.3165 0.6097 2.5977  -0.10
Si -0.1479 0.1220 2.0339  0.04
O -0.1227 -0.0274 0.4492  -0.35
O -0.4283 -1.3898 2.7479  -0.14
C 0.2000 -2.1053 3.8121  -0.65
C 1.6801 -2.2979 3.5150  -0.02
C 0.0007 -1.4434 5.1720  -0.03
C -0.4773 -3.4592 3.8295  -0.04
O -1.2381 1.2252 2.6593  -0.11
C -2.5875 1.0703 3.1241  -0.66
C -3.2675 -0.1855 2.5730  -0.04
C -2.5845 1.0572 4.6479  -0.04
C -3.3169 2.3149 2.6780  -0.09
H 2.1957 3.6745 3.6511  0.09
H 0.5423 3.0378 3.6046  0.09
H 1.4209 3.2931 2.1120  0.06
H 4.1178 2.2631 3.0605  0.08
H 3.9148 0.5422 2.7446  0.08
H 3.4240 1.6856 1.5349  0.07
H 1.3567 1.4520 5.3096  0.08
H 2.6880 0.2923 4.9248  0.08
H 3.0081 2.0014 5.1471  0.08
H 2.1812 -1.3298 3.4725  0.06
H 1.8384 -2.8059 2.5532  0.07
H 2.1271 -2.8854 4.3275  0.09
H -1.0570 -1.5086 5.4802  0.08
H 0.6099 -2.0143 5.8903  0.09
H 0.3918 -0.4147 5.1624  0.06
H -1.5406 -3.3531 4.0476  0.09
H -0.4087 -3.9811 2.8696  0.07
H -0.0394 -4.0836 4.6088  0.08
H -2.7268 -1.0753 2.9258  0.07
H -4.2879 -0.1941 2.9894  0.09
H -3.2983 -0.1381 1.4698  0.03
H -2.1724 1.9959 5.0556  0.09
H -3.6281 0.9511 4.9603  0.08
H -2.0316 0.1921 5.0309  0.05
H -2.8356 3.2207 3.0593  0.08
H -3.3208 2.3872 1.5809  -0.05
H -4.3504 2.2642 3.0244  0.08

Properties
HOMO energy ... -3.64 eV
Spin multiplicity ... 1
Lowest unoccupied orbital energy ... 0.0894 Ha
Net charge ... -1

ORCA calculation (the ωB97M-V functional and the def2-TZVPD basis) on a 2-piece molecular cluster, C2HN5O overall.

Each line ends with the natural charge from an NBO analysis.
Cartesian coordinates (Å):
C 2.1717 1.8760 0.1851  0.08
C 1.9218 0.5651 0.1859  0.27
N 2.2907 3.0189 0.1059  0.15
N -0.9316 1.3735 -0.1808  0.19
N -1.6059 2.1638 -0.5708  0.48
N -0.1785 0.4413 0.1060  -0.21
N 2.2561 -0.5652 -0.1722  0.40
O 2.5861 -1.6087 -0.4406  0.20
H -0.0630 0.1628 1.0539  0.45

Properties
HOMO energy (alpha / beta) ... -22.43 / -22.16 eV
Spin multiplicity ... 1
Energy relative to the best compared isomer or geometry (same formula, charge and spin) ... 1.825 eV
Lowest unoccupied orbital energy (alpha / beta) ... -0.5721 / -0.5647 Ha
Net charge ... +2

ORCA calculation (the ωB97M-V functional and the def2-TZVPD basis) on C33H38CoN4S as an isolated structure.

Each line ends with the Löwdin charge.
Cartesian coordinates (Å):
Co 0.7398 0.1372 0.2093  0.62
C -3.1349 -1.6684 1.5205  -0.02
C -1.6630 -1.6844 1.2892  -0.25
C -0.7736 -1.6277 2.3656  -0.01
C 0.5957 -1.7251 2.1689  -0.05
C 1.1208 -1.9139 0.8801  -0.13
C 0.2311 -2.0091 -0.2072  -0.12
C -1.1443 -1.8610 0.0052  -0.01
H -3.4475 -2.6397 1.9035  0.10
H -3.6833 -1.4833 0.6020  0.09
H -3.4071 -0.9238 2.2626  0.07
H -1.1686 -1.5345 3.3666  0.13
H 1.2641 -1.7300 3.0190  0.12
H 2.1628 -2.1885 0.7525  0.12
H 0.5905 -2.3645 -1.1647  0.12
H -1.8248 -1.9767 -0.8283  0.13
C -0.6297 -0.0131 -3.2515  -0.02
C 0.7020 -0.6995 -3.2535  -0.23
C 0.9751 -1.7303 -4.1351  -0.02
C 2.1829 -2.4121 -4.0811  -0.04
C 3.1211 -2.0831 -3.1203  -0.02
C 2.8863 -1.0612 -2.2107  -0.22
C 3.9246 -0.7442 -1.1789  -0.03
C 1.6799 -0.3497 -2.3007  -0.25
N 1.4075 0.7414 -1.4355  0.07
C 1.5550 1.9544 -1.8968  -0.26
C 2.1799 2.1677 -3.2434  0.06
C 1.0106 3.0925 0.2809  -0.41
C -0.0452 4.1522 0.6539  0.04
N 0.6361 1.7875 0.7531  -0.06
C -0.2641 1.6051 1.8141  -0.26
C -1.6608 1.6744 1.5832  -0.22
C -2.2290 1.7970 0.2041  -0.02
C -2.5278 1.6390 2.6619  -0.04
C -2.0626 1.5016 3.9585  -0.04
C -0.7021 1.3676 4.1790  -0.04
C 0.2091 1.4201 3.1363  -0.21
C 1.6671 1.2991 3.4581  -0.04
H -1.3376 -0.5675 -3.8585  0.09
H -0.5773 0.9991 -3.6487  0.08
H -1.0137 0.0512 -2.2320  0.06
H 0.2378 -2.0109 -4.8724  0.12
H 2.3816 -3.2070 -4.7821  0.12
H 4.0546 -2.6206 -3.0597  0.12
H 4.3557 -1.6652 -0.7873  0.09
H 3.5056 -0.1626 -0.3526  0.06
H 4.7412 -0.1711 -1.6225  0.09
H 1.5096 1.8803 -4.0511  0.11
H 3.0686 1.5391 -3.3208  0.11
H 2.4769 3.2044 -3.3884  0.09
H -0.8798 4.1241 -0.0385  0.09
H 0.3784 5.1508 0.6439  0.09
H -0.4066 3.9572 1.6600  0.11
H -2.7041 2.7697 0.0773  0.09
H -3.0002 1.0440 0.0566  0.09
H -1.4632 1.6749 -0.5638  0.06
H -3.5843 1.7371 2.4705  0.13
H -2.7509 1.4866 4.7895  0.12
H -0.3286 1.2365 5.1832  0.12
H 1.8029 0.5868 4.2705  0.09
H 2.0516 2.2621 3.8000  0.09
H 2.2441 0.9648 2.5932  0.06
N 4.1579 7.2280 0.5857  0.15
C 3.4319 6.8553 -0.4688  -0.67
S 3.4636 7.8367 -1.8447  1.03
C 2.6852 5.6234 -0.4598  -0.21
C 1.7384 5.4230 -1.4978  -0.05
C 1.1236 4.2745 -1.8647  -0.04
N 1.2016 3.0519 -1.1983  0.07
C 2.3569 3.5078 0.8401  0.08
C 3.0205 4.6344 0.5194  -0.02
H 4.6772 8.0913 0.5462  0.13
H 4.1327 6.7402 1.4680  0.13
H 1.5245 6.2817 -2.1189  0.09
H 0.5215 4.2602 -2.7627  0.15
H 2.7918 2.8369 1.5621  0.11
H 3.9418 4.7930 1.0654  0.12

Properties
HOMO energy (alpha / beta) ... -13.49 / -13.43 eV
Spin multiplicity ... 4
Energy relative to the best compared isomer or geometry (same formula, charge and spin) ... 5.099 eV
Lowest unoccupied orbital energy (alpha / beta) ... -0.2191 / -0.3340 Ha
Net charge ... +2
⟨S²⟩ ... 3.96

ORCA calculation (the ωB97M-V functional and the def2-TZVPD basis) on C3H3O3Pm as an isolated structure.

Each line ends with the natural charge from an NBO analysis.
Cartesian coordinates (Å):
O 0.7522 -0.0116 1.3418  -0.56
O 2.1382 0.5627 3.1067  -0.29
C 1.4111 0.3621 2.2536  1.09
Pm -3.5127 -2.9159 -2.3084  1.99
O -0.7968 -1.4197 -0.8028  -0.45
C -0.2435 -0.4226 -1.0825  0.55
H -0.6829 0.7068 -1.5840  0.20
C 0.2464 0.7246 -0.3133  -0.19
H -0.5418 1.3793 0.0829  0.33
H 1.2297 1.0343 -0.6940  0.33

Properties
HOMO energy (alpha / beta) ... -22.04 / -22.51 eV
Spin multiplicity ... 6
Energy relative to the best compared isomer or geometry (same formula, charge and spin) ... 2.866 eV
Lowest unoccupied orbital energy (alpha / beta) ... -0.4918 / -0.4857 Ha
Net charge ... +3
⟨S²⟩ ... 8.75

ORCA calculation (the ωB97M-V functional and the def2-TZVPD basis) on a 5-piece molecular cluster, C28H19ClN2O16 overall.

Each line ends with the natural charge from an NBO analysis.
Cartesian coordinates (Å):
O -5.5905 -0.8358 -3.0398  -0.53
C -4.8735 -0.3761 -2.1711  0.47
C -4.9475 -0.7993 -0.7730  -0.40
C -4.1453 -0.2476 0.1449  0.38
O -4.1874 -0.6141 1.4333  -0.64
C -3.1555 0.8128 -0.2200  0.46
O -2.4575 1.3041 0.6460  -0.53
C -3.0665 1.2161 -1.6204  -0.36
C -3.8643 0.6647 -2.5362  0.30
O -3.7988 1.0184 -3.8317  -0.66
H -5.6688 -1.5647 -0.5232  0.24
H -3.5150 -0.0683 1.8845  0.50
H -2.3341 1.9706 -1.8728  0.26
H -4.4761 0.4785 -4.2859  0.51
O 0.0143 2.3987 -1.0338  -0.54
C 0.7359 2.8661 -0.1734  0.48
C 0.6638 2.4460 1.2232  -0.40
C 1.4659 2.9952 2.1381  0.37
O 1.4215 2.6245 3.4268  -0.67
C 2.4572 4.0545 1.7754  0.46
O 3.1533 4.5373 2.6491  -0.53
C 2.5469 4.4601 0.3741  -0.38
C 1.7459 3.9068 -0.5443  0.31
O 1.8076 4.2552 -1.8362  -0.63
H -0.0582 1.6810 1.4733  0.25
H 2.0951 3.1670 3.8808  0.51
H 3.2793 5.2139 0.1211  0.25
H 1.1318 3.7160 -2.2905  0.51
O -1.0912 0.3193 5.2162  -0.53
C -0.8368 -0.8459 4.9740  0.46
C -1.8140 -1.9204 5.1395  -0.38
C -1.4775 -3.1870 4.8738  0.31
O -2.3505 -4.1942 5.0126  -0.63
C -0.1033 -3.5501 4.4056  0.47
O 0.1600 -4.7204 4.1933  -0.54
C 0.8633 -2.4748 4.2191  -0.39
C 0.5283 -1.2081 4.4804  0.37
O 1.3980 -0.2014 4.3130  -0.65
H -2.8027 -1.6455 5.4802  0.24
H -1.8620 -5.0012 4.7607  0.50
H 1.8442 -2.7471 3.8647  0.25
H 0.9171 0.6104 4.5674  0.51
O 1.8933 -3.0054 1.5657  -0.54
C 3.0088 -2.9765 1.0784  0.48
C 3.7455 -1.7349 0.8654  -0.38
C 4.9620 -1.7579 0.3103  0.32
O 5.6644 -0.6371 0.1035  -0.63
C 5.6062 -3.0415 -0.1117  0.47
O 6.7067 -3.0085 -0.6289  -0.53
C 4.8781 -4.2855 0.1239  -0.38
C 3.6631 -4.2623 0.6822  0.31
O 2.9705 -5.3855 0.9143  -0.63
H 3.2681 -0.8143 1.1727  0.25
H 6.5025 -0.9241 -0.3078  0.51
H 5.3609 -5.2074 -0.1689  0.25
H 2.1295 -5.0992 1.3208  0.51
N 0.6065 2.5147 -5.7162  -0.30
C -0.1704 2.4308 -6.5203  0.28
C -1.4265 2.1446 -7.3166  -0.51
C -2.6150 1.7267 -6.3823  -0.27
Cl -3.3509 0.1640 -6.9245  -0.02
C -3.6896 2.7963 -6.4144  0.25
N -4.2241 3.7766 -6.3197  -0.27
H -1.2800 1.3886 -8.1038  0.28
H -1.7080 3.1108 -7.7840  0.27
H -2.2540 1.5720 -5.3569  0.29

Properties
SMILES string ... O=C1C=C(O)C(=O)C=C1O.O=C1C=C(O)C(=O)C=C1O.O=C1C=C(O)C(=O)C=C1O.O=C1C=C(O)C(=O)C=C1O.N#CC[C@H](Cl)C#N
HOMO energy ... -9.63 eV
Spin multiplicity ... 1
Lowest unoccupied orbital energy ... -0.0602 Ha

ORCA calculation (the ωB97M-V functional and the def2-TZVPD basis) on a single C9H12N2 molecule.

Each line ends with the natural charge from an NBO analysis.
Cartesian coordinates (Å):
C 1.0116 -0.8259 -2.8253  -0.44
N 0.1323 -0.3978 -1.7601  -0.31
C 0.7802 0.0000 -0.5418  0.06
C 0.2514 -0.2610 0.7990  -0.04
C 1.0577 0.1343 1.8628  -0.22
C 0.5707 0.0204 3.1282  -0.18
C -0.6773 -0.4582 3.3818  -0.23
C -1.3912 -0.9718 2.3464  -0.19
C -0.9976 -0.8939 1.0569  -0.21
N 0.4135 0.9970 -1.4524  -0.29
C -0.7685 1.8867 -1.1229  -0.44
H 1.4979 -1.8950 -2.6224  0.19
H 0.2812 -1.1539 -3.6520  0.22
H 1.8028 -0.1062 -2.9780  0.21
H 1.9243 -0.2989 -0.5807  0.17
H 2.0409 0.4285 1.8382  0.22
H 1.2741 0.4031 3.9528  0.21
H -0.9389 -0.4287 4.4344  0.22
H -2.3211 -1.4967 2.4669  0.21
H -1.6172 -1.2708 0.2879  0.23
H -1.5682 1.1511 -1.0601  0.21
H -0.4820 2.3552 -0.1026  0.21
H -0.7507 2.5652 -2.0200  0.22

Properties
SMILES string ... CN1C(c2ccccc2)N1C
HOMO energy ... -9.10 eV
Spin multiplicity ... 1
Energy relative to the best compared isomer or geometry (same formula, charge and spin) ... 4.374 eV
Lowest unoccupied orbital energy ... 0.0357 Ha

no.,strongest force on any atom (eV Å⁻¹)
1,5.427
2,3.440
3,1.864
4,6.583
5,5.317
6,4.186